# 1
The following is a DFT calculation (the ωB97M-V functional and the def2-TZVPD basis) of a cluster of 9 separate species, C21H60F6N2O10P in total in a non-equilibrium geometry.

Bonds (Å) are listed after each position.
Cartesian coordinates (Å):
1 P 10.081 30.566 0.481  F2 1.592, F3 1.704, F4 1.627, F5 1.600, F6 1.651, F7 1.673
2 F 10.882 30.026 1.747  P1 1.592
3 F 11.393 31.572 0.068  P1 1.704
4 F 10.770 29.372 -0.383  P1 1.627
5 F 9.275 31.064 -0.808  P1 1.600
6 F 8.924 29.486 0.949  P1 1.651
7 F 9.549 31.821 1.453  P1 1.673
8 C 23.071 28.002 6.113  O9 1.459, H17 1.090, H18 1.090, H19 1.090
9 O 21.633 28.052 5.866  C8 1.459, C10 1.477
10 C 21.428 28.743 4.577  O9 1.477, C11 1.548, H20 1.090, H21 1.090
11 C 20.023 28.427 4.010  C10 1.548, N12 1.447, H22 1.090, H23 1.090
12 N 18.856 28.688 4.826  C11 1.447, C13 1.482, H24 1.010
13 C 18.389 30.064 5.118  N12 1.482, C14 1.583, H25 1.090, H26 1.090
14 C 19.324 31.085 5.886  C13 1.583, O15 1.435, H27 1.090, H28 1.090
15 O 19.890 30.392 7.008  C14 1.435, C16 1.438
16 C 20.801 31.330 7.606  O15 1.438, H29 1.090, H30 1.090, H31 1.090
17 H 23.507 27.196 5.524  C8 1.090
18 H 23.224 27.981 7.192  C8 1.090
19 H 23.593 28.891 5.759  C8 1.090
20 H 22.191 28.552 3.823  C10 1.090
21 H 21.426 29.832 4.636  C10 1.090
22 H 20.259 27.368 3.906  C11 1.090
23 H 19.902 28.933 3.052  C11 1.090
24 H 18.055 28.232 4.412  N12 1.010
25 H 17.474 29.851 5.670  C13 1.090
26 H 18.090 30.374 4.117  C13 1.090
27 H 18.871 32.058 6.076  C14 1.090
28 H 20.072 31.412 5.163  C14 1.090
29 H 20.198 32.223 7.769  C16 1.090
30 H 21.663 31.591 6.991  C16 1.090
31 H 21.193 30.934 8.543  C16 1.090
32 C 1.227 33.360 2.457  O33 1.417, H41 1.090, H42 1.090, H43 1.090
33 O 1.661 34.262 1.452  C32 1.417, C34 1.355
34 C 2.978 34.125 1.162  O33 1.355, C35 1.504, H44 1.090, H45 1.090
35 C 3.330 35.211 0.183  C34 1.504, N36 1.454, H46 1.090, H47 1.090
36 N 2.584 35.144 -1.063  C35 1.454, C37 1.494, H48 1.010
37 C 2.865 34.025 -2.013  N36 1.494, C38 1.580, H49 1.090, H50 1.090
38 C 1.900 34.054 -3.262  C37 1.580, O39 1.422, H51 1.090, H52 1.090
39 O 0.560 34.277 -2.840  C38 1.422, C40 1.401
40 C -0.376 34.392 -3.875  O39 1.401, H53 1.090, H54 1.090, H55 1.090
41 H 1.948 33.031 3.204  C32 1.090
42 H 0.868 32.437 2.002  C32 1.090
43 H 0.492 33.855 3.092  C32 1.090
44 H 3.132 33.127 0.751  C34 1.090
45 H 3.689 34.214 1.983  C34 1.090
46 H 4.395 35.257 -0.041  C35 1.090
47 H 3.224 36.237 0.536  C35 1.090
48 H 1.606 35.165 -0.814  N36 1.010
49 H 2.504 33.088 -1.588  C37 1.090
50 H 3.923 33.917 -2.253  C37 1.090
51 H 1.955 33.060 -3.708  C38 1.090
52 H 2.139 34.786 -4.033  C38 1.090
53 H -0.549 33.377 -4.231  C40 1.090
54 H 0.031 35.113 -4.584  C40 1.090
55 H -1.180 34.971 -3.421  C40 1.090
56 C 6.933 24.190 0.156  O57 1.417, H58 1.090, H59 1.090, H60 1.090
57 O 7.550 24.075 1.427  C56 1.417, H61 0.960
58 H 6.593 23.206 -0.167  C56 1.090
59 H 6.108 24.898 0.233  C56 1.090
60 H 7.747 24.518 -0.490  C56 1.090
61 H 7.998 24.911 1.573  O57 0.960
62 C 6.742 27.298 -4.896  O63 1.431, H64 1.090, H65 1.090, H66 1.090
63 O 7.304 26.123 -5.490  C62 1.431, H67 0.960
64 H 6.080 27.311 -4.030  C62 1.090
65 H 7.617 27.935 -4.770  C62 1.090
66 H 6.090 27.796 -5.612  C62 1.090
67 H 8.184 26.041 -5.115  O63 0.960
68 C 15.268 25.711 -0.970  O69 1.378, H70 1.090, H71 1.090, H72 1.090
69 O 14.753 26.134 0.236  C68 1.378, H73 0.960
70 H 15.392 26.645 -1.518  C68 1.090
71 H 16.240 25.274 -0.741  C68 1.090
72 H 14.557 25.033 -1.441  C68 1.090
73 H 13.959 26.591 -0.051  O69 0.960
74 C 9.149 29.447 10.982  C75 1.527, H77 1.090, H78 1.090, H79 1.090
75 C 9.245 29.949 9.543  C74 1.527, O76 1.403, H80 1.090, H81 1.090
76 O 10.453 29.532 8.965  C75 1.403, H82 0.960
77 H 8.180 29.614 11.451  C74 1.090
78 H 9.852 29.957 11.641  C74 1.090
79 H 9.272 28.364 11.000  C74 1.090
80 H 9.252 31.029 9.689  C75 1.090
81 H 8.364 29.630 8.986  C75 1.090
82 H 10.492 29.860 8.063  O76 0.960
83 C 10.549 36.832 6.672  C84 1.549, H86 1.090, H87 1.090, H88 1.090
84 C 11.768 36.385 5.828  C83 1.549, O85 1.437, H89 1.090, H90 1.090
85 O 12.520 35.345 6.475  C84 1.437, H91 0.960
86 H 10.047 36.088 7.290  C83 1.090
87 H 9.837 37.229 5.948  C83 1.090
88 H 10.766 37.599 7.416  C83 1.090
89 H 12.460 37.165 5.509  C84 1.090
90 H 11.280 35.932 4.965  C84 1.090
91 H 12.856 34.712 5.836  O85 0.960
92 C 13.661 36.798 -2.164  C93 1.516, H95 1.090, H96 1.090, H97 1.090
93 C 13.717 36.478 -3.645  C92 1.516, O94 1.449, H98 1.090, H99 1.090
94 O 14.014 35.066 -3.773  C93 1.449, H100 0.960
95 H 12.738 36.537 -1.647  C92 1.090
96 H 13.719 37.866 -1.953  C92 1.090
97 H 14.395 36.202 -1.622  C92 1.090
98 H 14.389 37.048 -4.286  C93 1.090
99 H 12.711 36.607 -4.045  C93 1.090
100 H 13.389 34.529 -3.280  O94 0.960

Summary:
strongest force on any atom: 2.90 eV/Å
orbital gap: 0.3323 Ha
highest occupied orbital energy: -6.89 eV
electronic energy: -2638.55240 Ha
net charge: -1
spin multiplicity: 1

***

# 2
The following is a DFT calculation (the ωB97M-V functional and the def2-TZVPD basis) of a cluster of 7 separate species, C21H60N6O7 in total in a non-equilibrium geometry.

Bonds (Å) are listed after each position.
Cartesian coordinates (Å):
1 C -4.662 1.400 -3.398  O2 1.403, H7 1.090, H8 1.104, H9 1.093
2 O -3.427 0.896 -3.830  C1 1.403, C3 1.407
3 C -2.439 1.880 -4.021  O2 1.407, C4 1.504, H10 1.101, H11 1.105
4 C -1.413 1.487 -5.048  C3 1.504, C5 1.525, N6 1.508, H12 1.089
5 C -0.766 0.131 -4.786  C4 1.525, H13 1.091, H14 1.101, H15 1.090
6 N -0.371 2.571 -4.936  C4 1.508, H16 1.018, H17 1.021
7 H -4.854 2.411 -3.759  C1 1.090
8 H -4.733 1.383 -2.297  C1 1.104
9 H -5.462 0.729 -3.722  C1 1.093
10 H -2.855 2.861 -4.300  C3 1.101
11 H -1.907 2.120 -3.084  C3 1.105
12 H -1.760 1.515 -6.080  C4 1.089
13 H -0.043 0.092 -3.970  C5 1.091
14 H -0.144 -0.086 -5.667  C5 1.101
15 H -1.466 -0.702 -4.727  C5 1.090
16 H -0.187 2.951 -5.862  N6 1.018
17 H 0.521 2.114 -4.738  N6 1.021
18 C 4.481 0.459 2.625  O19 1.414, H24 1.092, H25 1.098, H26 1.092
19 O 4.451 -0.351 1.466  C18 1.414, C20 1.415
20 C 5.019 -1.626 1.692  O19 1.415, C21 1.524, H27 1.096, H28 1.099
21 C 5.101 -2.367 0.363  C20 1.524, C22 1.525, N23 1.460, H29 1.095
22 C 3.712 -2.638 -0.204  C21 1.525, H30 1.098, H31 1.091, H32 1.087
23 N 5.885 -3.584 0.551  C21 1.460, H33 1.018, H34 1.015
24 H 4.595 -0.132 3.536  C18 1.092
25 H 3.516 0.972 2.741  C18 1.098
26 H 5.244 1.238 2.551  C18 1.092
27 H 6.051 -1.514 2.043  C20 1.096
28 H 4.397 -2.186 2.404  C20 1.099
29 H 5.627 -1.656 -0.283  C21 1.095
30 H 3.180 -3.288 0.503  C22 1.098
31 H 3.760 -3.170 -1.155  C22 1.091
32 H 3.116 -1.735 -0.319  C22 1.087
33 H 5.448 -4.141 1.281  N23 1.018
34 H 5.811 -4.162 -0.280  N23 1.015
35 C 0.664 -1.353 2.659  O36 1.391, H41 1.097, H42 1.106, H43 1.091
36 O 0.082 -2.169 3.623  C35 1.391, C37 1.409
37 C -1.325 -2.095 3.666  O36 1.409, C38 1.519, H44 1.106, H45 1.100
38 C -1.817 -2.912 4.849  C37 1.519, C39 1.521, N40 1.486, H46 1.093
39 C -1.268 -2.385 6.166  C38 1.521, H47 1.088, H48 1.088, H49 1.097
40 N -1.477 -4.347 4.673  C38 1.486, H50 1.015, H51 1.016
41 H 0.608 -0.281 2.887  C35 1.097
42 H 0.224 -1.515 1.658  C35 1.106
43 H 1.700 -1.671 2.530  C35 1.091
44 H -1.607 -1.032 3.787  C37 1.106
45 H -1.796 -2.426 2.729  C37 1.100
46 H -2.906 -2.830 4.898  C38 1.093
47 H -0.201 -2.172 6.159  C39 1.088
48 H -1.548 -3.053 6.979  C39 1.088
49 H -1.741 -1.412 6.346  C39 1.097
50 H -1.262 -4.511 3.694  N40 1.015
51 H -0.593 -4.502 5.149  N40 1.016
52 C -4.332 0.268 2.147  O53 1.405, H58 1.089, H59 1.096, H60 1.098
53 O -4.031 -0.858 1.361  C52 1.405, C54 1.426
54 C -4.905 -0.976 0.240  O53 1.426, C55 1.514, H61 1.101, H62 1.101
55 C -4.323 -1.946 -0.766  C54 1.514, C56 1.519, N57 1.465, H63 1.093
56 C -3.078 -1.325 -1.377  C55 1.519, H64 1.094, H65 1.087, H66 1.093
57 N -5.270 -2.293 -1.827  C55 1.465, H67 1.018, H68 1.019
58 H -3.599 0.286 2.952  C52 1.089
59 H -5.351 0.214 2.547  C52 1.096
60 H -4.227 1.196 1.569  C52 1.098
61 H -5.873 -1.298 0.654  C54 1.101
62 H -5.050 0.009 -0.228  C54 1.101
63 H -4.024 -2.844 -0.219  C55 1.093
64 H -3.263 -0.279 -1.640  C56 1.094
65 H -2.712 -1.829 -2.267  C56 1.087
66 H -2.274 -1.261 -0.639  C56 1.093
67 H -6.154 -2.593 -1.421  N57 1.018
68 H -5.515 -1.445 -2.336  N57 1.019
69 N -0.128 0.746 -0.980  C70 1.370, H73 1.003, H74 1.003
70 C 1.201 0.812 -1.307  N69 1.370, N71 1.377, O72 1.226
71 N 2.035 0.698 -0.217  C70 1.377, H75 1.007, H76 1.004
72 O 1.620 0.972 -2.447  C70 1.226
73 H -0.830 0.961 -1.663  N69 1.003
74 H -0.401 0.328 -0.110  N69 1.003
75 H 1.715 1.022 0.681  N71 1.007
76 H 3.004 0.525 -0.412  N71 1.004
77 C -1.159 2.796 1.983  C78 1.511, H80 1.094, H81 1.091, H82 1.092
78 C 0.035 3.407 2.678  C77 1.511, O79 1.439, H83 1.092, H84 1.094
79 O 1.258 2.725 2.344  C78 1.439, H85 0.961
80 H -1.161 3.011 0.910  C77 1.094
81 H -2.091 3.222 2.356  C77 1.091
82 H -1.172 1.708 2.078  C77 1.092
83 H -0.148 3.443 3.754  C78 1.092
84 H 0.174 4.438 2.341  C78 1.094
85 H 1.868 3.368 1.974  O79 0.961
86 C 5.240 2.830 -3.207  C87 1.508, H89 1.091, H90 1.089, H91 1.093
87 C 3.826 3.288 -3.462  C86 1.508, O88 1.430, H92 1.094, H93 1.104
88 O 3.738 4.714 -3.485  C87 1.430, H94 0.961
89 H 5.257 1.740 -3.160  C86 1.091
90 H 5.620 3.296 -2.300  C86 1.089
91 H 5.892 3.057 -4.054  C86 1.093
92 H 3.133 2.766 -2.796  C87 1.094
93 H 3.483 2.956 -4.457  C87 1.104
94 H 2.806 4.940 -3.539  O88 0.961

Summary:
strongest force on any atom: 1.63 eV/Å
orbital gap: 0.3586 Ha
highest occupied orbital energy: -9.34 eV
energy relative to the best compared isomer or geometry (same formula, charge and spin): 3.1 kcal per mole
electronic energy: -1691.25466 Ha
spin multiplicity: 1
SMILES string: COC[C@H](C)N.COC[C@H](C)N.COC[C@H](C)N.COC[C@H](C)N.NC(N)=O.CCO.CCO